Run A
# C5H15N3

An isolated molecule of C5H15N3 (the ωB97M-V functional and the def2-TZVPD basis, OMol25).

Last column: natural (NBO) charge in e.
Cartesian coordinates (Å):
C: 0.13003 0.27967 1.94673  -0.6400
C: 0.03471 0.64069 0.46485  -0.0133
C: -1.16649 0.13043 -0.34551  -0.0744
C: -1.56209 -1.33645 -0.24016  -0.6315
N: -2.18853 0.99356 0.31985  -0.8719
N: 1.42929 0.17313 -0.24732  -0.3287
C: 1.61848 -1.03185 -1.03124  -0.4237
N: 1.97380 1.31405 -0.95007  -0.6867
H: -0.41027 1.01117 2.55647  0.2108
H: 1.17230 0.30544 2.28099  0.2397
H: -0.25718 -0.71354 2.18411  0.2001
H: 0.12025 1.73024 0.37717  0.2186
H: -1.06834 0.44781 -1.38609  0.1954
H: -1.10740 -1.89479 -1.06351  0.2177
H: -1.25456 -1.80630 0.69646  0.2073
H: -2.64710 -1.46514 -0.32253  0.2292
H: -2.44446 0.69999 1.25773  0.3705
H: -2.06892 1.98747 0.13696  0.3723
H: 2.68771 -1.19082 -1.24467  0.1974
H: 1.26022 -1.90944 -0.48454  0.2000
H: 1.09906 -0.99787 -2.00070  0.1499
H: 1.65354 1.37135 -1.92061  0.3140
H: 2.99594 1.26120 -0.98435  0.3475

Values from the calculation:
Charge = 0
HOMO level = -7.9 eV
Lowest unoccupied orbital energy = 1.1 eV

***

Run B
# C5H15N3

A structure of composition C5H15N3 (the ωB97M-V functional and the def2-TZVPD basis, OMol25).

Last column: natural (NBO) charge in e.
Cartesian coordinates (Å):
C: -1.65056 1.53654 0.56883  -0.2162
C: -2.15359 -0.91545 0.98494  -0.5646
C: -1.42819 -1.57608 -0.16011  -0.6297
N: -1.21536 1.61714 -0.68353  -0.7571
H: -0.25123 1.34834 -0.86911  0.4198
H: -1.81431 1.76994 -1.48846  0.3631
H: -2.68572 1.86496 0.69454  0.1555
H: -1.61928 0.31173 1.17649  0.2250
H: -3.23354 -0.89529 0.86097  0.1946
H: -1.89802 -1.32553 1.96117  0.1998
H: -0.35105 -1.58820 0.01190  0.2060
H: -1.59765 -1.02626 -1.09073  0.1968
H: -1.75594 -2.60676 -0.31917  0.2096
C: 2.65157 -0.74388 -1.42557  -0.6481
N: 1.39033 1.52429 1.17523  -0.6551
C: 2.48111 0.00389 -0.14501  0.0365
N: 1.50676 0.80084 0.02583  -0.2725
H: 1.89404 1.15535 1.97886  0.3351
H: 0.40613 1.72674 1.36067  0.3993
H: 3.22353 -0.16599 0.64416  0.1444
H: 2.67826 -1.82210 -1.24438  0.2170
H: 1.82966 -0.52256 -2.10578  0.2229
H: 3.59303 -0.47169 -1.91174  0.2178

Values from the calculation:
Charge = 0
HOMO level = -7.4 eV
Lowest unoccupied orbital energy = 1.1 eV

***

Run C
# C5H15N3

A structure of composition C5H15N3 (the ωB97M-V functional and the def2-TZVPD basis, OMol25).

Last column: natural (NBO) charge in e.
Cartesian coordinates (Å):
C: -1.32153 -0.23797 1.07155  -0.2982
C: -2.02229 -1.57778 1.21353  -0.6134
C: -0.38658 0.16671 2.07974  -0.6404
H: -1.95975 0.54738 0.66688  0.2154
H: -0.56616 -0.45375 0.03126  0.1779
H: -2.49853 -1.88505 0.28041  0.2109
H: -1.31024 -2.35478 1.50156  0.2043
H: 0.81390 -0.00100 1.38261  0.3126
H: -0.34051 1.22360 2.32654  0.2175
H: -0.26979 -0.48423 2.94237  0.2113
H: -2.79053 -1.52980 1.98881  0.2139
C: 0.73291 1.84464 -1.11784  -0.4314
N: 0.52540 0.49305 -1.62340  -0.3138
N: 1.26092 0.18501 -2.80230  -0.6570
C: 0.70239 -0.54768 -0.65903  0.1131
N: 1.55222 -0.36396 0.37116  -0.7663
H: 2.23108 0.49710 -2.71558  0.3289
H: 0.83393 0.67057 -3.58261  0.3530
H: 1.87610 -1.25726 0.73247  0.3657
H: 0.61573 -1.52442 -1.12967  0.2083
H: 0.40623 2.55602 -1.87727  0.1979
H: 0.13225 1.99253 -0.22028  0.2066
H: 1.78287 2.04104 -0.86091  0.1833

Values from the calculation:
Charge = 0
HOMO level = -8.1 eV
Lowest unoccupied orbital energy = 1.1 eV

***

Compare the structures above. Which one is the most stable? run A is.